Record 1
This record from the OMol25 dataset describes a 2-piece molecular cluster, C2HF3O2 overall at a distorted geometry. The level of theory is ωB97M-V/def2-TZVPD.

## Properties
- Orbital gap (spin up / spin down): 0.3325 / 0.3080 hartree
- ΔE to the lowest compared entry with this formula, charge and spin: 88.0 kcal per mole
- Largest force on an atom: 0.0852 Eh/bohr
- E_tot: -14334.490 eV

Atoms and positions in Å:
C -1.48267 -0.34017 0.29388
C 0.81844 0.44752 -0.34941
O -1.65709 -0.82641 1.34894
O 1.50460 -0.66327 -0.55747
F -2.46419 0.10310 -0.49106
F 0.83704 1.43710 -1.24000
F 0.99088 1.04023 0.81269
H 1.45300 -1.19810 0.18243

Cartesian forces, eV/Å:
2.273 1.067 -0.302
-2.917 0.398 0.986
0.040 -0.119 -0.294
0.393 2.870 -3.285
-0.143 -0.054 -0.200
0.220 -1.941 -0.259
0.423 -0.377 0.737
-0.288 -1.844 2.617


Record 2
This record from the OMol25 dataset describes C2H5N5O as an isolated structure at a distorted geometry. The level of theory is ωB97M-V/def2-TZVPD.

## Properties
- Orbital gap: 0.2904 hartree
- ΔE to the lowest compared entry with this formula, charge and spin: 194.0 kcal per mole
- Largest force on an atom: 0.1686 Eh/bohr
- E_tot: -11644.132 eV

Atoms and positions in Å:
C 0.17612 -0.00286 -0.45122
C -0.03602 -1.50626 -0.15273
H 1.65644 -0.31354 1.25055
H 3.13546 0.23803 0.28920
H 0.73372 -2.33516 -0.26495
H -1.99339 2.34181 -0.43009
H -1.02297 1.62604 1.09117
N 2.24662 -0.27027 0.03478
N 1.37223 0.72899 -0.68070
N -1.38720 -1.71191 -0.02963
N -1.17368 0.44945 -0.60609
N -1.68489 1.48123 0.24495
O -2.02244 -0.72553 -0.29524

Cartesian forces, eV/Å:
1.462 0.345 -1.882
-1.534 0.684 -0.225
2.927 -0.032 -4.330
-1.225 -0.449 -0.512
-1.426 1.392 0.766
1.563 -2.609 2.744
-1.444 0.355 -2.280
-0.717 1.403 4.359
-4.929 -4.340 2.768
7.332 -4.626 -0.140
0.690 1.226 0.917
0.724 1.460 -1.657
-3.423 5.191 -0.528


Record 3
This record from the OMol25 dataset describes a 3-piece molecular cluster, C4H14O2S overall at a distorted geometry. The level of theory is ωB97M-V/def2-TZVPD.

## Properties
- Orbital gap: 0.3401 hartree
- ΔE to the lowest compared entry with this formula, charge and spin: 31.4 kcal per mole
- Largest force on an atom: 0.0718 Eh/bohr
- E_tot: -19304.181 eV
- Structure (SMILES): CCCSC.O.O

Atoms and positions in Å:
C -0.22121 0.21901 1.52992
C -0.18728 -1.09560 0.77161
C -0.75737 -1.09965 -0.61406
S 0.46682 -0.87601 -1.90726
C 0.62354 0.93775 -2.33342
H -1.20873 0.66071 1.31835
H -0.06673 0.24322 2.60529
H 0.46415 1.02269 1.23032
H -0.66797 -1.85534 1.45476
H 0.72215 -1.70740 0.92351
H -1.53993 -0.34059 -0.77450
H -1.39631 -1.93407 -0.91635
H 1.34248 0.93705 -3.16229
H -0.26276 1.38269 -2.79969
H 1.06344 1.53101 -1.55722
O 2.37525 5.07248 4.03508
H 2.20767 5.88297 3.51834
H 2.36297 4.43110 3.32032
O -2.05228 -4.42653 -2.00948
H -1.69376 -3.71609 -2.53268
H -1.57413 -5.26940 -2.10057

Cartesian forces, eV/Å:
-0.342 1.526 -0.606
0.113 -2.372 2.829
-1.014 0.937 -0.721
0.513 0.737 -0.968
-0.102 -1.070 -0.884
0.128 -0.081 0.396
-0.210 -0.851 0.152
0.233 -0.438 -0.637
-1.093 0.899 -0.741
0.667 1.118 -1.134
0.470 0.415 0.465
0.778 -0.679 0.429
0.062 -0.249 0.241
-0.126 -0.191 0.630
-0.114 0.259 0.580
-0.191 0.689 -0.784
0.111 -0.201 0.660
0.080 -0.490 0.124
-0.606 -0.766 0.771
0.629 -0.187 -0.463
0.014 0.997 -0.340


Record 4
This record from the OMol25 dataset describes C16H38F3IO6Zn as an isolated structure at a distorted geometry. The level of theory is ωB97M-V/def2-TZVPD.

## Properties
- Orbital gap: 0.2870 hartree
- ΔE to the lowest compared entry with this formula, charge and spin: 86.8 kcal per mole
- Largest force on an atom: 0.0715 Eh/bohr
- E_tot: -94163.925 eV

Atoms and positions in Å:
Zn 5.54628 26.47208 -14.03122
I 2.91141 26.56780 -14.17873
C 5.31577 24.36480 -16.66681
O 6.05122 23.14673 -16.81238
O 6.16519 25.05025 -15.77942
C 4.96862 25.04202 -18.09721
F 3.91158 25.90427 -17.98523
F 5.86101 25.73976 -18.79715
F 4.50116 24.13208 -18.99352
C 5.35113 22.03940 -17.47312
C 5.94368 20.71030 -16.90229
H 5.56517 20.51213 -15.89952
H 5.52508 19.93236 -17.54079
H 7.02363 20.57085 -16.95109
H 5.70390 22.16481 -18.49679
H 4.27649 21.91089 -17.34376
H 4.41400 24.00248 -16.17320
C 9.80503 25.89575 -13.12010
C 8.69148 26.92726 -13.11958
C 9.33107 28.36072 -13.42108
O 7.75886 26.65171 -14.05394
H 10.31248 25.81787 -14.08163
H 9.49718 24.88465 -12.85368
H 10.58129 26.03096 -12.36695
H 8.23087 26.83675 -12.13583
H 9.91437 28.70115 -12.56552
H 8.57830 29.12306 -13.62178
H 9.94977 28.23329 -14.30938
H 8.21981 26.41081 -14.86084
C 4.67611 23.75751 -10.93747
C 5.45165 23.62582 -12.22744
C 4.84045 22.78608 -13.34805
O 5.93380 24.88093 -12.69873
H 4.71333 22.73981 -10.54888
H 3.64419 24.06980 -11.09785
H 5.10368 24.47410 -10.23620
H 6.36433 23.06554 -12.02447
H 5.29780 22.68719 -14.33250
H 3.80992 23.07910 -13.54870
H 4.68193 21.77988 -12.96006
H 6.83737 24.90961 -12.37572
C 5.85085 29.36152 -10.63287
C 5.46844 27.86676 -10.92212
C 4.04355 27.49378 -10.62921
O 5.69249 27.85495 -12.35791
H 5.88408 29.61022 -9.57214
H 5.00626 30.02223 -10.82837
H 6.74050 29.62510 -11.20485
H 6.19858 27.15874 -10.53007
H 3.38378 28.06557 -11.28179
H 3.79369 27.77325 -9.60570
H 3.81573 26.43658 -10.76538
H 5.55320 28.78383 -12.55637
C 4.85089 29.19020 -17.25689
C 6.01317 28.47879 -16.62577
C 7.26333 29.33154 -16.68866
O 5.68844 28.18511 -15.33571
H 3.93713 28.59601 -17.24644
H 4.92185 29.33215 -18.33527
H 4.52503 30.15779 -16.87522
H 6.10790 27.62072 -17.29123
H 7.54611 29.33165 -17.74135
H 8.10821 28.82972 -16.21701
H 7.03545 30.30956 -16.26482
H 5.41370 29.03723 -14.98932

Cartesian forces, eV/Å:
-0.484 -1.320 -1.702
0.127 -0.109 0.125
3.001 0.143 2.015
-1.320 -1.048 -1.053
-2.073 1.316 -1.001
-1.721 0.055 -0.006
0.306 -0.071 0.829
1.234 -0.024 0.671
0.227 -0.515 0.375
3.029 -0.665 0.726
-0.805 0.317 -0.699
0.202 0.135 0.122
-0.067 -0.270 -0.011
-0.013 0.524 0.098
-0.876 -0.533 -0.284
-0.135 0.961 -0.085
-1.008 0.869 -0.422
0.672 -0.885 0.288
2.848 1.685 1.605
-0.775 -1.245 0.851
-1.712 -0.680 -1.420
-0.039 0.134 -0.175
-0.667 -0.105 -0.318
0.030 0.778 -0.004
-0.261 0.640 0.087
0.262 -0.064 -0.154
-0.182 -0.195 -0.038
0.159 0.185 0.060
-0.533 -0.396 -0.644
-0.406 -0.454 -0.529
0.929 -1.020 -0.953
-1.924 -0.210 0.361
0.415 0.849 0.234
-0.382 0.148 0.580
-0.085 -0.153 -0.144
0.360 -0.213 -0.049
0.223 -0.024 0.480
0.794 0.520 0.392
-0.136 0.497 -0.063
0.334 -0.228 0.150
0.118 0.374 -0.306
-1.074 -0.834 1.454
0.597 1.260 -0.643
-0.325 0.301 0.461
0.201 -0.257 -0.276
0.955 -0.411 0.228
-0.194 -0.094 -1.071
0.030 0.164 0.426
-0.035 0.107 0.312
-0.012 -0.074 -0.071
0.025 -0.088 0.180
0.192 0.122 -0.128
-0.104 -0.107 -0.838
-1.787 0.292 -1.310
0.222 0.991 -3.074
0.137 -0.976 -0.609
-0.163 -0.511 2.262
0.074 -0.442 0.573
0.747 0.138 -0.104
0.523 0.251 0.525
0.378 -0.656 0.932
-0.007 0.806 -0.079
-0.092 0.187 0.470
0.441 0.166 -0.154
-0.395 -0.041 0.543